1.
This record from the OMol25 dataset describes a 2-piece molecular cluster, C8H16N2S overall. The level of theory is the ωB97M-V functional and the def2-TZVPD basis.

```
27
Properties=species:S:1:pos:R:3:forces:R:3
C -1.33079 1.08447 -1.16234 -0.717 -0.619 1.007
C 2.70194 -0.68113 0.97635 -1.636 -0.945 -2.288
C 0.93937 0.93138 1.42269 -0.227 0.261 2.927
C -1.78492 -1.14015 -2.05515 -1.834 -2.133 1.345
C -2.29309 0.50442 1.66485 -0.803 -0.063 -1.179
C 1.17565 -0.32011 0.72656 0.472 -3.288 -0.448
C 0.77457 -0.45742 -0.76808 -1.916 0.756 1.991
C -1.29500 -0.33815 -0.85056 2.330 0.160 -0.728
N -1.30948 2.21694 -1.38722 0.175 -0.229 -0.082
N 1.34395 0.43348 -1.60018 1.217 0.597 -1.138
S -1.93374 -1.02903 0.69242 -0.904 1.376 -0.052
H 3.35058 0.13302 0.54147 -0.399 -1.039 0.953
H 2.77708 -1.00382 2.00731 0.573 0.754 0.332
H 2.81130 -1.63256 0.41284 0.669 0.540 0.077
H 0.29856 1.56609 0.94174 -2.036 1.631 -1.337
H 0.46552 0.74456 2.46159 1.368 0.499 -1.433
H 1.86542 1.48156 1.44658 0.339 0.364 0.718
H -1.61745 -2.26284 -1.92297 0.089 1.487 -0.165
H -1.40107 -0.80656 -2.95793 1.509 0.547 -1.655
H -2.88864 -1.07006 -2.29025 0.804 0.154 0.931
H -2.55973 1.38052 1.06321 -0.361 -0.564 -0.547
H -1.38888 0.84471 2.07568 0.733 0.011 1.364
H -3.13676 0.33492 2.33469 0.475 -0.202 0.211
H 0.60337 -1.16998 1.20152 0.552 0.997 -0.344
H 0.87105 -1.47690 -1.01307 0.107 -1.085 -0.851
H 1.39987 1.39575 -1.39625 -0.251 0.968 0.899
H 1.56131 0.33688 -2.56549 -0.327 -0.936 -0.507
```
Forces are in eV/Å.

Summary:
- HOMO: -7.69 eV
- Net charge: 0
- Kohn-Sham gap: 8.422 eV
- Energy above the lowest of the compared OMol25 structures with the same formula, charge and spin: 188.4 kJ/mol
- Calculated total energy: -822.01738 a.u.
- Max |F|: 3.4 eV Å⁻¹
- 2S+1: 1
- LUMO energy: 0.73 eV



2.
This record from the OMol25 dataset describes a 2-piece molecular cluster, C8H16N2Si overall. The level of theory is the ωB97M-V functional and the def2-TZVPD basis.

```
27
Properties=species:S:1:pos:R:3:forces:R:3
C 0.02150 1.37099 1.13451 0.935 2.311 2.763
C -1.25335 1.01022 1.34109 0.045 0.622 1.609
C -0.61550 0.06579 -0.60197 -0.523 0.312 -0.053
C -2.79238 -1.49902 -0.88743 -3.382 0.926 -2.306
C -3.88093 0.75597 -0.36251 1.681 0.438 2.162
C 4.18103 -1.32810 1.12878 -2.079 2.592 -1.901
C 3.55618 0.43375 -1.57711 -0.613 -2.560 2.141
C -2.97201 -0.36106 0.08523 1.609 -0.680 -1.039
N 0.35021 0.84787 -0.04963 2.003 -0.587 -2.211
N -1.65656 0.19068 0.29997 2.125 0.893 0.553
Si 4.61234 -0.01070 -0.23715 -2.423 -0.757 -1.168
H 0.69188 2.01703 1.87516 -1.509 -1.574 -2.147
H -1.69111 1.39432 2.25825 -1.020 -0.739 -0.413
H -2.36436 -2.35716 -0.46387 0.992 -1.007 0.388
H -2.45372 -1.24608 -1.92003 0.363 -0.073 1.184
H -3.87220 -1.72632 -1.07680 0.548 -0.570 0.037
H -3.87718 1.39688 0.54203 -0.597 0.148 -0.625
H -4.82996 0.35591 -0.53823 -1.601 -0.111 -0.664
H -3.38599 1.31909 -1.13881 -0.315 -0.023 -0.591
H 4.79628 -2.10816 1.32348 2.204 -2.517 -0.203
H 4.10147 -0.88688 2.08113 -0.194 1.146 1.211
H 3.16726 -1.69871 0.91215 0.353 0.048 -0.194
H 2.62848 -0.03431 -1.96125 0.439 -0.151 0.905
H 1.22970 1.06645 -0.55482 -0.902 -0.604 0.639
H 3.81439 1.10737 -2.30654 1.247 1.908 -1.312
H -3.29713 -0.86452 0.97943 -0.349 0.299 0.733
H 5.79165 0.78871 -0.28507 0.965 0.308 0.500
```
Forces are in eV/Å.

Summary:
- HOMO: -8.23 eV
- Net charge: 0
- Kohn-Sham gap: 8.840 eV
- Energy above the lowest of the compared OMol25 structures with the same formula, charge and spin: 539.2 kJ/mol
- Calculated total energy: -713.27039 a.u.
- Max |F|: 4.2 eV Å⁻¹
- 2S+1: 1
- LUMO energy: 0.61 eV



3.
This record from the OMol25 dataset describes an isolated ion of composition C8H16N3 and charge +1. The level of theory is the ωB97M-V functional and the def2-TZVPD basis.

```
27
Properties=species:S:1:pos:R:3:forces:R:3
C -2.31704 0.80000 -1.49904 -2.599 1.960 0.482
N -2.34267 0.65437 -0.04265 0.751 -0.549 -1.223
C -1.75239 -0.35554 0.49900 1.200 -3.170 1.458
N -1.92481 -0.80982 1.75221 -1.899 2.029 -0.200
C -1.03960 -1.42443 2.66489 1.323 -0.288 0.119
N 0.18437 -1.12952 2.73747 0.674 -0.531 -0.066
C 0.97431 -0.32242 1.85033 -2.862 -1.147 -0.185
C 1.02851 -0.52565 0.51054 2.245 0.290 0.999
C 1.98749 0.34435 -0.32094 -3.361 -2.513 -2.559
C 2.84246 -0.60936 -1.16563 2.030 1.052 0.181
C 1.13258 1.21079 -1.33107 2.560 -0.489 2.190
H -2.25927 1.87407 -1.59412 0.340 0.320 -0.744
H -1.68365 0.32473 -2.20746 0.914 -0.904 0.409
H -3.36639 0.57730 -1.65822 -0.084 -0.231 -1.364
H -3.14282 1.21827 0.25588 0.776 -0.525 1.152
H -1.13492 -1.13707 -0.04406 -0.896 1.949 -0.124
H -2.56109 -0.24147 2.31407 -0.292 -0.209 -0.226
H -1.59840 -2.09543 3.36747 0.934 0.683 -0.463
H 1.38252 0.52487 2.37496 0.393 0.139 -0.119
H 0.82236 -1.52558 0.07770 -0.379 0.731 0.335
H 2.51468 0.97699 0.27967 1.666 1.488 1.725
H 2.29514 -1.16043 -1.92234 -0.310 0.236 -0.198
H 3.39858 -1.37197 -0.60218 -0.233 0.334 0.219
H 3.63697 0.03525 -1.64044 -0.764 -0.856 0.027
H 0.83059 0.55861 -2.05664 -1.079 -1.495 -2.163
H 1.76485 1.95340 -1.75059 0.459 0.735 -0.535
H 0.32767 1.65570 -0.84880 -1.508 0.962 0.873
```
Forces are in eV/Å.

Summary:
- SMILES: C/[NH+]=C/N/C=N\C=C\C(C)C
- HOMO: -12.49 eV
- Net charge: +1
- Kohn-Sham gap: 8.989 eV
- Energy above the lowest of the compared OMol25 structures with the same formula, charge and spin: 271.5 kJ/mol
- Calculated total energy: -478.35172 a.u.
- Max |F|: 4.9 eV Å⁻¹
- 2S+1: 1
- LUMO energy: -3.50 eV